40
Properties=species:S:1:pos:R:3:lowdin_charge:R:1 method="wB97M-V/def2-TZVPD" homo_ev=-3.8 total_charge=-1 e_tot_ev=-180944.363
Mg -0.421 -0.193 -0.031 0.06
C -2.317 1.887 -5.334 -0.04
C -1.394 3.090 -5.084 -0.56
C 0.043 2.731 -5.489 -0.05
C -1.865 4.250 -5.964 -0.08
C -1.423 3.439 -3.595 -0.17
C -1.851 4.685 -3.120 -0.03
C -1.886 4.986 -1.766 -0.08
C -1.483 4.018 -0.864 -0.46
S -1.406 4.059 0.872 1.10
C -0.797 2.402 0.877 -0.50
N -0.670 1.900 -0.316 0.02
C -1.047 2.766 -1.318 -0.28
C -1.017 2.480 -2.676 0.06
C -0.490 1.680 2.103 -0.29
C -0.682 2.297 3.348 -0.08
C -0.413 1.594 4.503 -0.11
C 0.050 0.284 4.408 -0.10
C 0.235 -0.312 3.170 -0.13
C -0.033 0.350 1.968 -0.14
H -2.321 1.629 -6.396 0.08
H -3.338 2.124 -5.030 0.09
H -1.991 1.010 -4.775 0.08
H 0.088 2.495 -6.555 0.08
H 0.407 1.865 -4.936 0.08
H 0.713 3.570 -5.291 0.09
H -1.824 3.949 -7.013 0.08
H -1.224 5.125 -5.840 0.08
H -2.895 4.528 -5.734 0.08
H -2.174 5.450 -3.811 0.10
H -2.230 5.954 -1.424 0.10
H -0.681 1.496 -2.982 0.12
H -1.044 3.319 3.399 0.08
H -0.566 2.055 5.472 0.09
H 0.263 -0.272 5.315 0.09
H 0.597 -1.335 3.135 0.09
Se -3.021 -0.803 0.035 -0.28
Te -2.466 -3.168 -0.597 0.02
Te -0.899 -2.689 -2.746 -0.01
Se 1.077 -1.638 -1.594 -0.29

39
Properties=species:S:1:pos:R:3:lowdin_charge:R:1 method="wB97M-V/def2-TZVPD" homo_ev="-8.3 / -8.3" e_tot_ev=-46440.702
Mo -0.015 -3.217 0.472 1.34
C -0.967 -1.461 3.066 -0.03
C -0.587 -1.554 1.599 -0.44
N 0.751 -1.668 1.253 -0.27
N 1.591 -0.722 0.667 -0.02
C 2.269 -1.261 -0.274 -1.09
S 1.995 -2.929 -0.767 0.57
S 3.535 -0.411 -1.127 0.90
C 3.415 1.236 -0.374 -0.43
C 2.216 2.035 -0.806 -0.30
C 1.254 2.425 0.117 -0.06
C 0.166 3.190 -0.281 -0.10
C 0.024 3.562 -1.609 -0.09
C 0.978 3.170 -2.539 -0.08
C 2.067 2.415 -2.137 -0.06
C -1.506 -0.893 0.581 -0.15
C -1.866 0.445 0.604 -0.03
C -2.729 0.959 -0.354 -0.08
C -3.242 0.131 -1.342 -0.07
C -2.891 -1.211 -1.390 -0.01
C -2.019 -1.706 -0.438 -0.30
O -1.652 -3.055 -0.453 -0.26
H -0.115 -1.105 3.645 0.08
H -1.281 -2.418 3.480 0.07
H -1.792 -0.760 3.197 0.07
H 4.336 1.727 -0.693 0.08
H 3.445 1.117 0.708 0.08
H 1.357 2.116 1.149 0.11
H -0.574 3.493 0.449 0.10
H -0.827 4.155 -1.920 0.10
H 0.873 3.457 -3.577 0.10
H 2.808 2.106 -2.866 0.11
H -1.470 1.087 1.382 0.12
H -3.003 2.006 -0.328 0.10
H -3.922 0.530 -2.083 0.11
H -3.276 -1.873 -2.153 0.12
C 0.225 -4.700 1.560 -0.24
H -0.535 -5.449 1.277 -0.01
H 0.963 -4.968 2.306 -0.01